{
  "formula": "C2H6N2O2S",
  "method": "ωB97M-V/def2-TZVPD",
  "symbols": ["C", "C", "N", "N", "O", "O", "S", "H", "H", "H", "H", "H", "H"],
  "coordinates": [[1.80, 0.50, 0.32], [1.21, -0.65, 0.46], [-1.40, 1.30, -0.01], [-1.15, 0.40, -1.00], [-0.28, -2.12, -1.29], [-1.15, -1.47, 0.85], [-0.48, -1.12, -0.33], [2.62, 0.78, 0.82], [1.46, 1.29, -0.33], [1.47, -1.54, 1.01], [-0.46, 1.68, 0.12], [-1.70, 0.88, 0.78], [-1.94, 0.07, -1.41]],
  "relative_energy_kcal_mol": 130.74,
  "lumo_ha": [0.0322, -0.1221],
  "spin_multiplicity": 3,
  "homo_energy_ev": [-6.42, -10.18],
  "charge": 0,
  "s2": 2.0073
}



{
  "formula": "C2H6N2O3",
  "method": "ωB97M-V/def2-TZVPD",
  "symbols": ["O", "C", "N", "C", "N", "O", "H", "H", "H", "H", "H", "H", "O"],
  "coordinates": [[-1.37, 0.30, 2.12], [-0.47, 0.58, 1.29], [0.68, -0.09, 1.12], [1.54, 0.01, -0.01], [0.94, 0.32, -1.17], [2.69, -0.36, 0.15], [-0.62, 1.48, 0.62], [0.95, -0.93, 1.66], [0.14, -0.09, -1.54], [1.63, 0.53, -1.89], [-1.87, -0.30, -0.13], [-2.39, -1.15, -1.15], [-1.84, -0.31, -1.08]],
  "relative_energy_kcal_mol": 21.91,
  "lumo_ha": 0.0185,
  "homo_energy_ev": -10.42,
  "charge": 0
}



{
  "formula": "C2H6N2O3",
  "method": "ωB97M-V/def2-TZVPD",
  "symbols": ["O", "C", "N", "C", "N", "O", "H", "H", "H", "H", "H", "H", "O"],
  "coordinates": [[0.41, -1.04, -1.03], [-0.03, 0.07, -1.41], [0.58, 1.31, -0.91], [0.09, 1.67, 0.37], [-0.23, 0.62, 1.17], [0.27, 2.78, 0.73], [-0.73, 0.15, -2.29], [0.46, 2.19, -1.45], [-0.32, -0.26, 0.68], [-0.86, 0.79, 2.00], [0.04, -2.50, -0.07], [0.57, -3.05, 1.31], [-0.26, -2.72, 0.89]],
  "relative_energy_kcal_mol": 36.22,
  "lumo_ha": -0.0045,
  "homo_energy_ev": -10.60,
  "charge": 0
}



{
  "formula": "C2H6N2O3P",
  "method": "ωB97M-V/def2-TZVPD",
  "symbols": ["C", "C", "N", "N", "O", "O", "O", "P", "H", "H", "H", "H", "H", "H"],
  "coordinates": [[0.87, 0.32, -0.49], [0.66, -1.18, -0.81], [-0.26, 1.12, -0.56], [1.94, 0.96, -0.26], [-2.49, -0.70, 0.63], [-2.13, 1.52, 1.64], [-0.34, -0.31, 2.02], [-1.55, 0.19, 1.39], [1.27, -1.93, -0.24], [0.93, -1.60, -1.92], [-0.47, -1.49, -0.77], [-1.08, 0.59, -0.13], [-0.09, 2.06, -0.30], [2.75, 0.44, -0.20]],
  "relative_energy_kcal_mol": 16.33,
  "lumo_ha": [0.1474, 0.0333],
  "spin_multiplicity": 3,
  "homo_energy_ev": [-1.17, -5.08],
  "charge": -1,
  "s2": 2.0074
}



Please write out number 4 again, unchanged.
{
  "formula": "C2H6N2O3P",
  "method": "ωB97M-V/def2-TZVPD",
  "symbols": ["C", "C", "N", "N", "O", "O", "O", "P", "H", "H", "H", "H", "H", "H"],
  "coordinates": [[0.87, 0.32, -0.49], [0.66, -1.18, -0.81], [-0.26, 1.12, -0.56], [1.94, 0.96, -0.26], [-2.49, -0.70, 0.63], [-2.13, 1.52, 1.64], [-0.34, -0.31, 2.02], [-1.55, 0.19, 1.39], [1.27, -1.93, -0.24], [0.93, -1.60, -1.92], [-0.47, -1.49, -0.77], [-1.08, 0.59, -0.13], [-0.09, 2.06, -0.30], [2.75, 0.44, -0.20]],
  "relative_energy_kcal_mol": 16.33,
  "lumo_ha": [0.1474, 0.0333],
  "spin_multiplicity": 3,
  "homo_energy_ev": [-1.17, -5.08],
  "charge": -1,
  "s2": 2.0074
}



charge of number 4 (C2H6N2O3P)? -1



Which value of charge does entry 3 give? 0



Look up the charge of the second one. 0